No. 1
67
Properties=species:S:1:pos:R:3:forces:R:3 method="wB97M-V/def2-TZVPD" gap_ev=5.869 total_charge=0 largest_force_ev_per_a=2.7
H -3.044016 -0.337085 -3.466944 0.025 -0.522 0.804
C 4.725214 1.533961 -2.390768 0.689 0.801 1.483
C 3.663657 3.045366 4.751164 -0.069 0.505 -0.169
H 0.134602 5.562056 3.029890 -0.232 0.507 0.274
H 5.266359 1.214092 -3.256150 0.163 -0.087 -0.765
N -2.337462 -2.766572 1.861957 0.373 -0.289 -0.184
C 1.259004 1.003898 -3.870120 -0.094 0.035 0.801
H -3.714420 -3.348172 3.726914 0.129 0.404 -0.086
H 5.105221 0.866444 -1.561816 -0.712 0.680 -0.633
N -4.013077 -0.870432 -1.612513 0.524 1.670 0.495
H -6.934973 -0.601269 -0.363699 0.180 0.096 -0.083
H -0.508024 3.813364 1.550209 -0.385 -0.222 -0.318
C 1.725400 -3.364666 -2.972668 -1.057 1.109 0.799
C -1.322911 -3.421579 -0.008453 0.578 0.632 1.234
H 4.994683 1.660968 5.669820 -0.413 0.020 -0.553
C 0.718684 4.665503 3.046554 0.475 -0.519 -0.656
S -2.700905 1.382083 -0.717977 0.276 -0.194 -0.384
C -5.242117 -1.568854 -1.338094 -0.976 -0.959 -1.064
C -5.876056 -0.803924 -0.175331 -0.653 -0.221 0.804
C 3.909400 0.768369 3.980984 -0.576 0.799 -1.294
C -0.240914 -4.433398 -2.033959 0.175 1.314 -0.162
H 2.914298 2.302461 -0.559593 -0.554 -0.448 -0.817
H -5.010436 -2.615446 -1.135820 -0.142 -0.012 0.335
C -2.331144 -2.015712 2.965155 0.193 -0.339 0.158
H -3.573668 -2.061589 -3.259136 0.567 1.050 0.552
C -0.307148 -3.343560 -1.075156 0.299 -0.132 -1.290
C -3.116018 -1.169997 -2.725090 -0.877 -1.032 -0.723
H 3.316854 0.894382 -4.621258 -0.636 0.016 0.651
C 1.052348 1.915802 -1.618172 -0.566 -0.771 -0.708
H -5.846283 -1.332512 0.796317 0.283 0.024 -0.477
C 0.373793 3.633637 2.137995 1.253 -0.245 1.080
C 1.115888 2.459634 2.050975 -1.039 -1.177 -2.175
H -0.970662 -5.279192 -2.022760 0.674 0.994 0.144
H 2.272393 -1.492867 -2.043204 0.009 0.356 0.039
H -0.642624 1.303264 -2.893230 0.650 0.126 0.329
C 2.275244 2.273447 2.813181 0.558 1.247 2.367
H -5.087469 1.059297 0.643805 0.075 -0.175 -0.084
C 3.224930 1.508212 -2.566632 0.725 -0.233 0.713
N -3.213733 -2.483060 3.889692 -0.038 0.246 -0.159
H 2.110102 5.304721 4.537077 0.069 0.186 0.244
N 0.483039 -2.205898 -1.201478 0.765 -2.094 -0.481
C 2.647983 1.103285 -3.758505 0.109 -0.108 -0.624
S -1.361030 -0.659090 3.413179 -0.384 -0.269 -0.164
C 1.819537 4.535381 3.844901 0.876 -1.604 -0.038
H 0.686465 -4.955108 -3.938357 0.028 -0.599 -0.074
H 0.416577 2.355563 -0.858184 0.125 -0.004 0.225
C 2.431344 1.896408 -1.480371 0.216 0.797 0.226
C 0.702252 -4.318497 -3.077059 0.059 0.327 1.467
N -1.343975 -2.546327 0.970934 -0.714 -0.665 -0.903
C -3.933592 0.251034 -0.846505 -0.342 0.143 0.141
H -5.947788 -1.594760 -2.216856 0.755 0.289 0.552
C 1.556802 -2.296577 -2.062485 -1.672 -1.370 0.351
C 0.452209 1.356827 -2.769446 0.239 0.414 -0.786
C 4.259543 1.829826 4.865626 -0.023 -1.016 0.389
Ba -0.052775 -0.068053 0.721171 0.188 0.734 0.078
H 2.575578 -3.347550 -3.629928 0.051 -0.027 -0.276
N -5.084621 0.412373 -0.130449 0.552 -0.546 -0.614
C 3.079255 1.065497 2.922671 -0.228 1.036 0.214
H 5.077913 2.582317 -2.129959 -0.394 -1.202 -0.297
C 2.608145 3.308625 3.810765 -0.220 -0.145 -0.340
H 4.054550 3.799642 5.431525 -0.485 0.242 -0.150
H -3.453099 -1.873734 4.648368 0.021 -0.134 0.189
H -2.136820 -1.496382 -2.363407 -0.015 0.313 -0.104
H -1.954772 -4.316732 0.123320 0.184 0.443 -0.516
Br 3.207050 -0.099136 1.366077 -0.322 -0.110 0.451
H 4.273234 -0.239330 3.980438 0.713 -0.131 0.399
H 0.812984 0.659319 -4.799131 -0.004 0.044 0.163


No. 2
72
Properties=species:S:1:pos:R:3:forces:R:3 method="wB97M-V/def2-TZVPD" de_lowest_kcal_mol=48.2 gap_ev="7.400 / 6.697" s2=6.0793 multiplicity=5 total_charge=0 largest_force_ev_per_a=2.1
C -1.375998 -0.487062 1.936804 0.110 0.144 0.028
H 0.256251 1.874625 2.890945 0.030 0.087 0.029
C 3.466241 1.078529 6.372653 -0.017 -0.019 0.033
C 3.421799 1.950301 4.127742 -0.087 0.013 0.004
H 3.995144 0.901394 7.300454 0.011 0.016 -0.010
O 3.036518 -2.048929 -1.876257 -0.091 -0.103 -0.064
O 3.053008 -0.673423 -4.038728 0.111 -0.019 0.309
H 5.113166 2.074170 5.430392 -0.009 0.010 -0.006
Br 3.417823 1.158426 0.876147 -0.121 0.027 0.051
C 0.707840 1.800472 0.333323 0.437 -0.779 -0.682
H -1.206001 -4.418677 -2.171199 -0.022 0.130 -0.118
H -2.482275 1.093479 -1.052161 0.064 -0.066 -0.042
C -2.035422 3.586901 -3.258754 -0.041 -0.017 -0.015
C 4.092056 1.730809 5.321107 0.036 -0.006 0.023
H 1.149923 2.266742 -0.553034 0.013 0.102 0.090
C 1.714150 -4.150263 0.863167 -0.018 0.008 -0.132
C -3.979008 3.127466 -1.930430 0.089 0.105 -0.156
C 0.722372 -1.757662 -3.379939 0.010 0.192 0.346
H 1.597153 -5.816055 2.164216 -0.008 -0.008 -0.021
H -2.787907 -0.900043 3.499843 0.002 -0.002 0.003
H 0.194195 -3.303897 -4.805766 0.001 0.015 0.003
C 1.147487 -4.878173 1.862016 -0.028 0.012 0.060
Ir 0.408658 -0.138434 -0.603132 -0.708 1.528 1.299
P 2.288588 -1.040477 -2.652473 0.628 -0.161 -0.559
H -2.281169 5.022104 -4.832350 -0.004 -0.006 0.007
O -1.293676 -1.453152 -1.497153 0.445 0.218 -0.033
H 2.604448 -4.480631 0.344591 -0.014 -0.005 0.010
H -0.989654 3.402755 -3.466954 0.006 0.016 0.006
C -4.098483 4.708554 -3.734733 0.000 -0.031 0.020
N -1.420183 2.667335 -0.153332 0.287 0.045 -0.255
C 0.000557 -4.424836 2.531957 0.048 -0.215 0.038
C -4.709294 4.029544 -2.692454 -0.085 -0.007 0.060
H -5.753944 4.207956 -2.460265 0.008 -0.012 -0.003
C -0.522819 -3.123925 2.292157 -0.019 0.377 -0.086
C 2.149627 0.663149 6.232439 0.006 -0.012 0.017
C 1.074224 -2.904255 0.361321 0.045 0.074 0.436
P -0.324843 -2.465040 -2.021458 -0.399 -1.058 -0.132
C -0.359911 -0.976150 1.119500 0.121 -0.240 -0.566
C 1.317945 1.706437 2.741857 0.057 -0.028 -0.358
O -4.518457 2.454442 -0.869474 0.029 -0.026 0.038
H -0.736369 -0.994465 -4.626355 0.049 -0.041 -0.035
C 0.048765 -2.304408 1.292381 -0.095 -0.233 0.098
C -2.759972 4.489267 -4.021908 0.039 0.032 -0.046
C 2.105449 1.514908 3.962848 0.104 -0.073 0.225
C 1.089566 -2.844059 -4.389451 0.122 -0.172 0.027
N -0.494247 2.331740 0.741797 -0.368 0.080 0.372
H -4.673991 5.415156 -4.318060 0.000 -0.009 -0.007
O -0.705192 1.453187 -2.014733 0.365 -0.169 -0.065
O -1.092235 -3.658575 -2.761311 0.035 0.014 0.070
H 0.449170 0.563354 4.929447 -0.003 -0.009 0.023
H 1.646440 0.162850 7.050128 0.000 0.001 -0.003
H 1.676552 -2.402794 -5.192919 0.013 0.027 0.017
C -1.568458 -2.599891 3.072820 0.090 -0.117 0.003
N -0.046181 -0.643243 -3.970565 -0.068 0.072 0.108
H 0.590341 -0.036860 -4.478937 -0.034 -0.022 -0.077
C -1.985283 -1.299627 2.891511 0.006 0.029 0.025
H -2.224132 3.063111 0.311085 -0.051 0.053 0.001
C 1.667565 1.630695 1.456673 0.026 0.122 0.434
O 0.428059 -3.318611 -0.926246 -0.025 0.193 -0.502
H -5.461495 2.636830 -0.814511 -0.025 0.011 0.012
C 1.476652 0.889785 5.044778 -0.014 -0.013 -0.137
C -1.842621 1.930987 -1.357279 -0.427 0.052 0.059
H 1.844703 -2.180852 0.089356 0.015 -0.054 -0.076
H 3.918810 2.485236 3.333242 0.003 -0.015 -0.078
H -2.023772 -3.229754 3.828263 -0.008 0.024 0.010
H 3.972885 -0.972248 -3.974489 -0.210 0.034 -0.081
H -0.466886 -5.043654 3.288023 0.028 0.020 0.013
C -2.635700 2.896267 -2.216519 0.028 -0.150 0.136
H -0.923929 0.779760 -2.694289 0.056 -0.041 -0.069
H 1.688992 -3.621376 -3.912456 -0.018 -0.023 -0.022
O 1.943590 0.299343 -2.012517 -0.542 0.100 -0.071
H -1.697194 0.543458 1.837598 -0.013 -0.027 -0.040


No. 3
66
Properties=species:S:1:pos:R:3:forces:R:3 method="wB97M-V/def2-TZVPD" de_lowest_kcal_mol=0.0 gap_ev="6.127 / 7.371" s2=2.0240 multiplicity=3 total_charge=+1 largest_force_ev_per_a=0.5
H -1.765939 -5.440333 -4.245717 -0.015 0.008 -0.001
C 0.503233 4.403762 -2.344234 0.052 0.143 -0.179
H 0.276696 -5.601468 -3.125874 0.010 0.014 0.017
C -2.211452 -2.259428 -3.055332 0.083 -0.012 0.018
O 0.469070 1.645307 -1.610118 0.012 -0.054 -0.002
H -0.745901 -1.176827 4.001188 -0.013 -0.005 0.016
C 0.427676 -3.675693 -2.290517 0.019 -0.001 -0.064
H 0.371872 -0.850340 5.963685 -0.020 -0.011 -0.021
H 2.655521 -2.387874 -2.159264 0.022 0.034 -0.057
C 3.173965 -0.505032 -1.263623 -0.009 0.061 -0.039
C 0.059797 4.905219 -0.042361 -0.043 0.054 0.089
C -3.101032 0.592045 -0.110015 0.033 0.100 0.115
H -2.483323 0.071670 2.560508 0.007 -0.001 -0.009
H 1.400977 -3.981233 -1.929727 -0.006 -0.047 -0.016
C -0.250046 -4.658504 -3.034787 0.084 -0.067 0.047
H 4.180176 -0.683217 -1.645399 0.014 -0.034 0.027
O -0.130134 2.115869 0.414904 -0.146 -0.330 0.124
N -1.404556 -0.654265 -1.435208 -0.498 -0.008 -0.021
H 0.660150 3.681647 -3.136426 -0.008 0.015 -0.006
C -1.429484 -1.623860 1.727586 0.171 -0.117 0.011
C 0.254785 3.971233 -1.049964 -0.026 -0.293 0.119
C -1.247081 -1.770327 -2.126983 -0.066 0.073 -0.047
C 2.392574 -1.821390 -1.266385 -0.087 -0.107 0.032
H 4.051418 0.697201 4.711005 -0.007 0.000 -0.001
C 0.128868 6.236942 -0.387258 -0.005 -0.028 -0.018
C 0.191873 2.530699 -0.729459 0.052 0.276 -0.227
W 0.232641 -0.015203 -0.266281 0.187 -0.270 0.041
H -4.592616 -0.342271 1.134558 0.016 0.036 0.027
C 0.252921 -0.785684 3.871811 0.010 0.153 0.087
H 3.666379 1.163737 0.020486 -0.013 0.046 -0.008
H -3.451365 -0.396199 -1.956714 -0.030 -0.001 0.005
H -2.318921 1.171562 0.385737 0.042 -0.007 0.024
H 4.031129 -0.417396 0.708529 0.025 -0.029 -0.027
C 1.916554 -0.020361 2.118826 -0.031 0.185 0.186
H -3.160021 -3.549223 -4.357226 0.017 -0.012 -0.002
H -2.434221 1.026638 -2.117989 0.021 0.051 -0.017
H -3.656988 -1.479859 0.210660 -0.022 0.025 -0.006
C 2.191918 -0.087879 5.308610 0.051 0.018 -0.055
C 3.105392 0.325153 4.333366 0.056 0.017 0.081
C 2.988089 0.345709 2.968602 0.037 -0.135 -0.110
N 0.559628 5.690947 -2.677855 -0.037 -0.043 0.218
C 0.375034 6.587163 -1.709670 0.044 -0.077 -0.194
H -0.140191 4.589004 0.972510 0.011 -0.001 -0.012
Br -0.107849 7.579742 0.903425 -0.020 0.081 0.083
C -3.577814 -0.556561 0.797298 -0.059 -0.090 -0.038
C 3.298556 0.139050 0.118046 -0.103 -0.014 0.152
C -1.445121 -4.573701 -3.682715 -0.026 0.030 -0.006
N -0.215028 -0.825796 1.514617 -0.134 0.399 -0.078
H 2.701204 0.184868 -1.966821 -0.029 0.017 -0.015
C 0.619561 -0.535597 2.562597 -0.100 -0.116 0.062
H 2.507764 -0.007531 6.340626 0.015 0.006 -0.017
H -3.015822 -1.577140 -3.281645 0.003 0.019 -0.006
C 0.066869 -2.397503 -1.936185 0.114 -0.043 0.062
H 2.677714 -2.420722 -0.394717 -0.016 -0.077 -0.014
H -1.218423 -2.350949 2.512706 -0.028 -0.018 0.031
H 3.851743 0.736941 2.447708 0.001 0.009 -0.005
C 0.936573 -0.579850 5.078574 -0.118 -0.067 0.011
N 0.941237 -1.577766 -1.261445 -0.005 0.439 -0.161
H -3.308653 -1.461872 2.720853 -0.033 -0.002 -0.031
C -2.718613 -0.855808 2.029483 0.018 0.095 0.041
C -2.290189 -3.451578 -3.716678 -0.085 -0.014 -0.045
H 0.424008 7.632687 -1.990323 0.008 -0.015 -0.028
H -3.915366 1.302580 -0.265631 -0.025 -0.033 -0.022
N 2.004092 0.091140 0.801320 0.495 -0.022 -0.022
H -1.575095 -2.216744 0.822885 -0.005 0.000 -0.041
C -2.636412 0.154467 -1.492164 0.137 -0.205 -0.061